[1]
The following is a DFT calculation (ωB97M-V/def2-TZVPD) of C37H30Cl4N4NaO5PS as an isolated structure.

```
83
C37H30Cl4N4NaO5PS ωB97M-V/def2-TZVPD
Na 0.22621 -1.07880 0.11072
C 3.12419 -0.02378 3.83304
N 3.56690 -0.94557 2.81502
C 4.78156 -0.87481 2.15162
C 4.76776 -1.80379 1.18708
N 3.54440 -2.45649 1.26845
C 2.78004 -1.91422 2.27044
S 1.24062 -2.35943 2.74093
C 3.03768 -3.28269 0.22298
C 3.63188 -4.49818 -0.07318
C 3.12054 -5.20495 -1.15193
C 2.05187 -4.68349 -1.86272
C 1.51930 -3.46373 -1.46377
N 2.02172 -2.77997 -0.44118
H 3.86068 0.03059 4.63657
H 2.17842 -0.39629 4.22082
H 2.96652 0.96583 3.40137
H 5.51118 -0.12128 2.38467
H 5.45669 -2.00210 0.38820
H 4.44475 -4.87484 0.53250
H 3.54287 -6.16592 -1.41953
H 1.62209 -5.21405 -2.70131
H 0.66700 -3.01976 -1.96649
Cl -5.20514 -2.54895 4.12595
C -4.02948 -2.62018 2.84104
C -3.77621 -3.80465 2.19101
Cl -4.63054 -5.25842 2.63391
C -2.81501 -3.82901 1.16091
Cl -2.53427 -5.31255 0.27367
C -2.08146 -2.70867 0.74633
O -1.23368 -2.73343 -0.21268
C -2.35407 -1.43534 1.44630
O -1.72496 -0.37573 1.09293
C -3.32263 -1.46205 2.45845
Cl -3.65516 0.06058 3.25409
O 4.12516 0.30564 -0.82833
C 3.00173 0.78745 -0.60329
O 2.07897 0.29795 0.09721
C 2.70549 2.16614 -1.22532
C 3.78484 2.85990 -1.76760
C 3.64283 4.13394 -2.28926
C 2.39344 4.73826 -2.27326
C 1.30802 4.05151 -1.75266
C 1.43469 2.75918 -1.23314
P -0.02645 1.85574 -0.54709
C -1.48962 2.70542 -1.25759
C -2.64848 2.69186 -0.46922
C -3.86787 3.09203 -0.99084
C -3.96644 3.49978 -2.31633
C -2.83531 3.47983 -3.11777
C -1.61174 3.07754 -2.59595
C -0.01706 2.58301 1.14700
C -0.11534 3.95470 1.37488
C -0.10580 4.46550 2.66384
C -0.00389 3.60333 3.74879
C 0.08430 2.23666 3.53372
C 0.07883 1.72651 2.24094
H 4.74009 2.35100 -1.75486
H 4.50019 4.65604 -2.69983
H 2.25856 5.74114 -2.66351
H 0.33948 4.53455 -1.74892
H -2.59653 2.32064 0.54926
H -4.74879 3.06452 -0.36058
H -4.92203 3.80728 -2.72481
H -2.90195 3.76443 -4.16179
H -0.74778 3.03350 -3.24792
H -0.20730 4.63244 0.53366
H -0.18630 5.53543 2.82021
H -0.01098 3.99712 4.75898
H 0.12842 1.55284 4.37294
H 0.10977 0.65759 2.09075
C -2.94410 -2.66342 -3.64524
N -2.91406 -1.71546 -2.56409
C -3.99003 -1.76441 -1.60337
C -1.80832 -0.97710 -2.32682
O -0.82550 -0.94650 -3.05804
H -3.78635 -2.46755 -4.31866
H -3.04257 -3.68032 -3.25159
H -2.01329 -2.57980 -4.20125
H -4.07936 -2.76688 -1.17618
H -4.93943 -1.48535 -2.07423
H -3.78093 -1.07623 -0.78514
H -1.88348 -0.40127 -1.39386
```

Calculated values
orbital gap	4.47	eV
molar mass	838.51	g mol⁻¹
charge	-2
highest occupied orbital energy	-0.0294	hartree

=====

[2]
The following is a DFT calculation (ωB97M-V/def2-TZVPD) of C3H9NO2S as an isolated structure.

```
16
C3H9NO2S ωB97M-V/def2-TZVPD
C 2.10225 -1.36825 -0.46651
C 0.06318 0.33568 -0.37828
C 1.56203 -0.03487 -0.31038
N 2.28691 0.84101 0.21323
O 5.34373 -0.44797 1.19267
O 6.52455 -0.07438 -0.90786
S 5.48081 0.30523 -0.01324
H 1.74640 -2.14886 0.19255
H 1.82192 -1.54921 -1.42584
H 3.17033 -1.34988 -0.39765
H -0.39666 -0.59711 -0.07339
H -0.28410 0.58424 -1.35339
H -0.18906 1.01286 0.40496
H -4.60049 -2.43324 1.91104
H 1.93999 1.76023 0.38758
H -4.07310 -1.98694 2.27274
```

Calculated values
orbital gap	8.92	eV
molar mass	123.18	g mol⁻¹
highest occupied orbital energy	-0.3483	hartree